This record from the OMol25 dataset describes a structure of composition C5H10O. The level of theory is ωB97M-V with the def2-TZVPD basis set.

Output
HOMO-LUMO gap, hartree: 0.395
Energy, eV: -7393.5059

Geometry (Å):
1 O 1.187 -2.052 0.542
2 C -1.383 1.312 -0.819
3 C 0.083 -0.230 0.551
4 C 0.074 -1.560 -0.219
5 C 1.445 -0.735 1.049
6 C 0.003 1.075 -0.222
7 H 0.334 -1.449 -1.284
8 H -1.430 2.265 -1.355
9 H -0.659 -0.242 1.358
10 H -1.649 0.516 -1.525
11 H 0.266 1.906 0.446
12 H 1.629 -0.734 2.129
13 H 2.299 -0.267 0.536
14 H -0.808 -2.205 -0.130
15 H 0.757 1.068 -1.022
16 H -2.150 1.330 -0.035

This record from the OMol25 dataset describes a structure of composition C29H13F4N6O2Pd. The level of theory is ωB97M-V with the def2-TZVPD basis set.

Output
HOMO-LUMO gap, hartree: 0.132
Energy, eV: -57667.5905
Net charge: -1

Geometry (Å):
1 Pd -0.539 -0.124 -0.023
2 F 1.717 -2.068 -7.535
3 F -0.375 -0.746 -6.706
4 F 1.438 -0.615 -2.342
5 F 3.506 -1.963 -3.151
6 O 0.523 1.654 0.622
7 O -1.428 -1.850 -0.435
8 N -2.795 0.773 -5.506
9 N -1.269 0.935 -1.674
10 N -0.296 -1.824 2.301
11 N 4.439 -3.402 -8.289
12 N 5.670 -3.859 -4.302
13 N 0.061 -0.764 1.709
14 C -1.969 -6.275 2.853
15 C -1.458 -2.831 0.373
16 C -0.948 -5.131 4.691
17 C 0.399 -0.622 -4.476
18 C 1.013 1.443 1.899
19 C -1.780 -5.148 2.035
20 C 1.713 2.404 2.605
21 C 2.208 2.116 3.868
22 C 0.138 2.983 0.257
23 C 1.996 0.867 4.429
24 C 1.461 -0.980 -3.644
25 C -2.191 -5.138 0.667
26 C 1.680 -1.729 -6.238
27 C -1.173 -3.994 2.569
28 C -1.889 0.422 -4.882
29 C -1.026 0.472 -2.738
30 C 2.559 -1.692 -4.065
31 C 4.139 -3.149 -7.200
32 C -2.051 -4.041 -0.108
33 C -0.962 -2.827 1.726
34 C -0.810 0.081 -4.033
35 C 0.790 0.176 2.457
36 C 2.737 -2.116 -5.393
37 C -0.770 -4.011 3.916
38 C 0.577 -1.030 -5.803
39 C 4.854 -3.380 -4.970
40 C 3.877 -2.858 -5.844
41 C -1.558 -6.272 4.161
42 C 1.290 -0.094 3.732
43 H -0.580 3.379 0.976
44 H 2.383 0.640 5.413
45 H -0.329 2.893 -0.719
46 H -0.324 -3.119 4.329
47 H 1.870 3.386 2.181
48 H -2.633 -6.038 0.257
49 H -0.609 -5.130 5.719
50 H -1.712 -7.141 4.788
51 H 2.757 2.874 4.409
52 H 1.006 3.638 0.191
53 H 1.101 -1.069 4.153
54 H -2.369 -4.033 -1.142
55 H -2.450 -7.150 2.431

This record from the OMol25 dataset describes a cluster of 2 separate species, C3H7BBr2NO3 in total. The level of theory is ωB97M-V with the def2-TZVPD basis set.

Output
HOMO-LUMO gap, hartree: 0.211
Energy, eV: -151621.6029
Net charge: -1

Geometry (Å):
1 Br 3.035 -1.182 -0.272
2 Br 0.305 0.242 1.751
3 O -1.721 1.461 -1.338
4 O -4.245 -0.139 -0.275
5 O -4.127 -0.817 -2.401
6 N -1.024 -0.877 -1.289
7 C 3.093 0.189 1.108
8 C -3.648 -0.317 -1.348
9 C 2.149 -0.122 2.239
10 B -2.128 0.130 -1.344
11 H 2.865 1.132 0.623
12 H -0.383 -0.504 -0.585
13 H -0.502 -0.769 -2.156
14 H 4.122 0.200 1.461
15 H 2.356 0.522 3.092
16 H 2.196 -1.160 2.551
17 H -2.344 2.011 -1.815

This record from the OMol25 dataset describes a structure of composition C36H80F12K2N2O24S4. The level of theory is ωB97M-V with the def2-TZVPD basis set.

Output
HOMO-LUMO gap (alpha / beta), hartree: 0.247 / 0.078
<S²>: 0.76
Energy, eV: -199323.9344
Spin multiplicity: 2
Net charge: +1

Geometry (Å):
1 K 3.946 -4.151 -3.762
2 K 3.772 -1.217 -1.595
3 S 2.069 1.455 0.068
4 S 4.197 1.461 1.390
5 S 6.907 -2.246 -3.649
6 S 6.968 -3.457 -1.383
7 F 7.309 -0.121 -2.002
8 F 0.922 3.214 -1.611
9 F 7.741 0.289 -4.133
10 F 5.660 0.176 -3.499
11 F 2.347 1.728 -2.503
12 F 6.088 -0.438 1.086
13 F 5.194 -3.094 0.566
14 F 6.541 1.514 0.220
15 F 6.703 1.224 2.402
16 F 6.528 -4.629 1.085
17 F 4.911 -4.998 -0.312
18 F 3.060 3.589 -1.278
19 O 3.627 0.776 2.518
20 O 6.917 -3.042 5.172
21 O 4.197 -8.961 4.153
22 O 2.725 -8.504 1.761
23 O 8.745 5.441 0.910
24 O 1.188 0.353 -0.230
25 O 11.528 -2.970 2.183
26 O 4.175 5.240 -5.436
27 O 12.887 -4.202 -0.333
28 O 7.621 -6.703 5.403
29 O 5.447 -5.882 -5.860
30 O 11.711 -0.186 -3.947
31 O 9.507 -2.126 6.105
32 O 8.313 -2.657 -3.856
33 O 7.425 -4.701 -1.980
34 O 6.182 4.090 -3.883
35 O 3.293 -6.701 -4.325
36 O 12.968 -0.059 -6.940
37 O 6.121 -2.309 -4.867
38 O 1.475 2.366 1.079
39 O 10.279 2.276 0.122
40 O 8.252 -8.037 3.051
41 O 4.313 2.936 1.472
42 O 8.014 -2.667 -0.740
43 N 5.990 -2.728 -2.261
44 N 3.739 0.836 0.191
45 C 6.487 -5.430 -6.659
46 C 6.866 -0.332 -3.245
47 C 8.887 -2.388 7.382
48 C 8.411 -7.119 1.978
49 C 2.114 -8.166 0.476
50 C 13.116 -0.196 -4.389
51 C 2.091 2.620 -1.487
52 C 9.314 -3.046 5.065
53 C 8.417 6.502 0.054
54 C 12.025 -4.836 0.605
55 C 6.028 0.854 1.285
56 C 9.118 -6.842 5.056
57 C 3.101 4.515 -4.849
58 C 11.407 -1.228 -2.982
59 C 5.157 4.402 -6.014
60 C 4.814 -8.409 2.942
61 C 3.869 -7.593 -5.265
62 C 7.341 -7.240 6.606
63 C 12.143 -1.829 1.537
64 C 5.824 -4.086 0.063
65 C 9.575 3.047 1.072
66 C 9.610 1.169 -0.489
67 C 1.927 -6.828 -4.065
68 C 11.551 -0.180 -6.933
69 C 7.989 -2.936 4.228
70 C 4.503 -6.752 -6.407
71 C 5.737 -3.423 4.624
72 C 8.563 4.021 0.499
73 C 9.271 -7.972 4.064
74 C 5.829 3.351 -5.096
75 C 3.840 -7.633 2.090
76 C 5.148 -9.526 5.006
77 C 13.353 0.591 -5.737
78 C 13.777 -5.088 -0.962
79 C 6.352 3.383 -2.679
80 C 10.938 -3.828 1.134
81 H 1.294 -6.945 -4.945
82 H 5.101 2.583 -4.837
83 H 7.930 -2.890 7.241
84 H 9.469 2.421 1.959
85 H 7.619 3.747 0.969
86 H 5.982 -8.834 5.121
87 H 6.385 4.123 -1.880
88 H 5.404 -10.502 4.594
89 H 4.957 -7.339 -7.205
90 H 7.969 -3.619 3.378
91 H 11.556 -1.441 0.704
92 H 11.179 0.786 -6.592
93 H 7.758 -7.422 1.160
94 H 10.097 -3.070 4.307
95 H 12.990 1.616 -5.661
96 H 4.700 -9.574 5.998
97 H 5.313 -9.223 2.415
98 H 7.956 -1.936 3.795
99 H 6.130 -4.726 -7.411
100 H 1.545 -6.000 -3.467
101 H 8.463 4.028 -0.587
102 H 13.430 -1.197 -4.685
103 H 3.648 -6.804 2.771
104 H 10.339 3.775 1.345
105 H 3.269 -8.470 -5.507
106 H 9.773 -7.009 5.911
107 H 7.104 -6.153 -7.192
108 H 10.249 -7.975 3.582
109 H 6.295 -7.048 6.846
110 H 5.500 -2.510 4.077
111 H 5.687 -4.338 4.033
112 H 1.875 -7.109 0.359
113 H 1.770 -7.784 -3.567
114 H 7.351 6.551 -0.171
115 H 9.522 -3.129 7.868
116 H 8.664 -1.591 8.092
117 H 5.019 -3.565 5.431
118 H 10.122 -4.411 1.561
119 H 11.523 -5.659 0.094
120 H 8.911 6.367 -0.908
121 H 8.014 -6.163 2.317
122 H 13.155 -5.917 -1.299
123 H 3.755 -6.085 -6.835
124 H 2.701 3.724 -5.484
125 H 8.720 7.326 0.700
126 H 11.515 -2.230 -3.398
127 H 14.521 -5.440 -0.247
128 H 8.012 -6.783 7.333
129 H 6.761 3.052 -5.576
130 H 4.619 -8.115 -4.672
131 H 11.101 -0.372 -7.907
132 H 3.466 4.085 -3.916
133 H 4.673 3.799 -6.782
134 H 9.105 -8.902 4.606
135 H 9.418 -7.019 1.573
136 H 9.419 -4.017 5.550
137 H 5.615 -7.795 3.352
138 H 10.419 -1.246 -2.523
139 H 9.354 0.459 0.297
140 H 5.937 4.932 -6.561
141 H 11.275 -0.990 -6.257
142 H 7.140 -4.907 -5.960
143 H 2.267 5.216 -4.807
144 H 8.706 1.500 -1.000
145 H 10.361 0.717 -1.138
146 H 12.060 -1.162 -2.112
147 H 7.203 2.707 -2.763
148 H 10.420 -3.286 0.343
149 H 12.327 -0.942 2.143
150 H 14.373 -4.706 -1.791
151 H 12.564 -5.195 1.482
152 H 14.431 0.680 -5.866
153 H 1.151 -8.640 0.283
154 H 9.509 -5.966 4.537
155 H 2.767 -8.470 -0.342
156 H 4.337 -7.367 1.156
157 H 5.453 2.797 -2.487
158 H 7.628 -8.292 6.611
159 H 13.143 -2.110 1.209
160 H 13.713 0.282 -3.613

This record from the OMol25 dataset describes a structure of composition C23H65AgN4O8. The level of theory is ωB97M-V with the def2-TZVPD basis set.

Output
HOMO-LUMO gap (alpha / beta), hartree: 0.297 / 0.181
<S²>: 0.75
Energy, eV: -51231.8771
Spin multiplicity: 2
Net charge: +1

Geometry (Å):
1 Ag -19.873 8.104 -10.045
2 O -24.445 10.193 -8.709
3 O -19.712 9.124 -12.160
4 O -13.577 6.761 -13.921
5 O -22.596 8.957 -12.462
6 O -13.817 12.077 -11.466
7 O -19.569 6.378 -17.777
8 O -20.891 6.287 -10.880
9 O -18.994 14.344 -14.066
10 N -20.587 6.839 -8.175
11 N -19.458 13.943 -16.849
12 N -22.081 9.121 -9.750
13 N -14.349 8.256 -11.590
14 C -20.361 13.489 -15.861
15 C -16.010 9.974 -11.113
16 C -23.635 11.026 -9.555
17 C -17.958 14.125 -13.079
18 C -19.503 13.163 -14.591
19 C -13.556 10.701 -11.079
20 C -21.050 12.254 -16.459
21 C -19.361 7.054 -16.544
22 C -21.166 5.968 -12.269
23 C -21.437 5.302 -10.012
24 C -15.467 7.734 -14.957
25 C -19.132 9.606 -13.392
26 C -21.321 11.366 -10.446
27 C -23.136 9.155 -13.749
28 C -14.608 9.704 -11.675
29 C -20.555 5.469 -8.686
30 C -21.049 4.532 -7.559
31 C -25.813 10.577 -8.652
32 C -13.005 13.073 -10.837
33 C -24.514 8.453 -13.884
34 C -18.742 6.081 -15.580
35 C -13.980 7.441 -15.131
36 C -22.173 10.558 -9.458
37 H -24.672 7.648 -13.166
38 H -14.433 9.836 -12.743
39 H -22.494 8.761 -14.537
40 H -21.378 12.428 -10.205
41 H -26.370 10.027 -7.894
42 H -17.755 5.687 -15.819
43 H -13.523 13.958 -11.207
44 H -26.290 10.379 -9.612
45 H -22.388 8.985 -10.703
46 H -18.431 10.409 -13.160
47 H -22.229 5.852 -12.480
48 H -20.011 6.797 -7.347
49 H -20.190 12.684 -13.894
50 H -21.859 10.746 -8.431
51 H -16.006 7.931 -15.884
52 H -18.597 13.417 -16.820
53 H -21.745 11.868 -15.713
54 H -25.217 9.203 -13.521
55 H -18.380 13.571 -12.241
56 H -13.397 8.356 -15.236
57 H -15.207 7.736 -11.701
58 H -19.494 5.256 -8.811
59 H -16.118 9.713 -10.060
60 H -22.501 5.455 -9.829
61 H -16.702 9.245 -11.533
62 H -21.664 12.568 -17.303
63 H -20.627 5.092 -12.629
64 H -21.691 11.196 -11.457
65 H -18.642 7.857 -16.706
66 H -17.100 13.706 -13.605
67 H -20.308 7.438 -16.166
68 H -23.751 12.069 -9.258
69 H -21.068 14.308 -15.727
70 H -20.265 11.103 -10.384
71 H -24.008 10.940 -10.575
72 H -18.717 6.554 -14.598
73 H -18.703 12.468 -14.847
74 H -22.907 8.809 -9.260
75 H -14.213 8.098 -10.602
76 H -18.721 6.089 -18.121
77 H -20.378 11.425 -16.677
78 H -19.035 14.830 -16.613
79 H -11.942 13.133 -11.072
80 H -21.646 8.949 -12.602
81 H -24.859 8.190 -14.884
82 H -18.554 8.895 -13.982
83 H -20.876 4.873 -6.539
84 H -20.681 3.515 -7.693
85 H -21.269 4.284 -10.362
86 H -19.877 10.001 -14.081
87 H -26.036 11.620 -8.427
88 H -16.427 10.969 -11.274
89 H -17.556 15.086 -12.758
90 H -19.364 5.188 -15.522
91 H -15.919 6.793 -14.645
92 H -12.569 10.399 -11.429
93 H -13.910 6.782 -15.996
94 H -15.655 8.527 -14.233
95 H -13.898 7.206 -13.133
96 H -13.104 13.091 -9.752
97 H -20.772 6.746 -12.923
98 H -22.123 4.389 -7.680
99 H -23.234 10.215 -13.985
100 H -21.523 6.956 -7.814
101 H -13.514 10.531 -10.003

This record from the OMol25 dataset describes a structure of composition C49H48F6N4O6PdS2Te. The level of theory is ωB97M-V with the def2-TZVPD basis set.

Output
HOMO-LUMO gap (alpha / beta), hartree: 0.299 / 0.207
<S²>: 6.05
Energy, eV: -118568.9817
Spin multiplicity: 5
Net charge: +2

Geometry (Å):
1 Te -1.450 -1.050 -0.360
2 Pd 1.733 -0.539 -0.133
3 S 3.710 -1.046 1.500
4 S 4.286 -0.244 -1.217
5 F 6.430 0.207 -2.570
6 F 5.741 0.373 2.333
7 F 6.736 0.145 -0.428
8 F 6.434 -1.699 -1.535
9 F 6.251 -1.598 1.580
10 F 5.308 -1.389 3.514
11 O 3.707 -0.678 -2.448
12 O 3.095 -2.198 2.087
13 O 3.006 0.222 1.693
14 O 4.064 1.104 -0.777
15 O 0.935 3.425 1.132
16 O 0.185 0.828 1.194
17 N 0.244 -1.861 1.600
18 N 1.159 -1.780 -1.952
19 N 1.075 0.821 -1.701
20 N 3.964 -1.366 -0.061
21 C -0.011 2.582 -3.542
22 C -0.171 2.416 4.357
23 C -0.232 -2.731 3.809
24 C 6.110 -0.417 -1.453
25 C 0.968 -3.806 -3.181
26 C -4.986 0.165 2.740
27 C -0.075 1.201 -3.728
28 C 0.126 -3.188 1.002
29 C -0.016 -1.816 -4.015
30 C 0.227 7.189 2.956
31 C -0.190 0.002 4.660
32 C -1.814 -4.021 5.081
33 C 0.001 -0.220 3.327
34 C -1.701 4.382 -3.742
35 C 0.314 3.513 2.167
36 C -0.181 4.840 2.650
37 C -1.318 2.871 -5.692
38 C 0.102 0.939 2.421
39 C -0.646 3.571 -4.510
40 C -1.230 -3.141 -6.256
41 C 1.443 -3.074 -2.116
42 C -1.919 6.259 3.527
43 C -1.148 -3.133 0.142
44 C -1.661 -4.810 -4.446
45 C 0.663 5.940 2.541
46 C 0.447 4.510 -5.047
47 C 0.038 2.284 3.018
48 C 0.039 -1.625 2.837
49 C 0.518 -1.132 -2.937
50 C 0.153 -3.194 -4.137
51 C 0.538 -4.516 5.217
52 C 5.388 -0.896 2.293
53 C -3.810 -1.580 1.569
54 C -1.479 5.004 3.134
55 C -4.810 -1.182 2.445
56 C -0.771 -4.783 5.596
57 C 0.671 3.038 -2.415
58 C 1.215 2.136 -1.522
59 C -1.546 -2.988 4.195
60 C 0.398 -4.991 -5.879
61 C 0.812 -3.495 4.316
62 C -2.976 -0.621 1.005
63 C -0.566 1.472 6.668
64 C -1.060 7.347 3.452
65 C 0.476 0.343 -2.798
66 C -3.163 0.734 1.281
67 C -4.168 1.123 2.151
68 C -0.309 1.300 5.211
69 C -0.567 -4.018 -5.192
70 H 0.933 5.072 -4.249
71 H 1.759 2.457 -0.647
72 H -2.526 1.482 0.818
73 H -0.603 2.280 -6.270
74 H 0.791 4.094 -2.218
75 H -1.398 8.325 3.772
76 H -0.193 3.407 4.793
77 H 1.350 -5.106 5.621
78 H 0.860 -5.689 -5.179
79 H -2.198 5.072 -4.426
80 H 0.892 8.039 2.887
81 H -1.225 -5.557 -3.778
82 H -1.256 4.970 -2.938
83 H -0.979 -5.587 6.289
84 H 1.664 5.806 2.149
85 H -2.929 6.387 3.895
86 H -2.018 -3.426 0.723
87 H -2.155 4.156 3.178
88 H -0.556 -1.269 -4.774
89 H -0.256 -0.850 5.325
90 H 0.004 5.228 -5.739
91 H -2.836 -4.231 5.370
92 H 1.189 -4.452 -6.404
93 H -2.140 2.227 -5.369
94 H -5.780 0.470 3.410
95 H -5.456 -1.927 2.891
96 H -0.548 0.794 -4.610
97 H 0.185 0.940 7.258
98 H -2.296 -4.141 -3.859
99 H 1.228 -4.853 -3.258
100 H -4.325 2.173 2.361
101 H -0.150 -5.584 -6.612
102 H -2.353 -2.376 3.804
103 H 0.071 -3.992 1.734
104 H -0.504 -2.490 -6.748
105 H -2.036 -2.530 -5.840
106 H -0.562 2.520 6.955
107 H -2.461 3.726 -3.310
108 H -1.099 -3.730 -0.766
109 H 1.212 3.946 -5.586
110 H -1.670 -3.779 -7.021
111 H 1.831 -3.292 4.007
112 H 2.070 -3.532 -1.362
113 H 1.011 -3.346 0.397
114 H -1.733 3.624 -6.361
115 H -1.538 1.044 6.929
116 H -3.715 -2.628 1.316
117 H -2.294 -5.329 -5.168